Formula: C3H6INS2
Source: the Open Molecules 2025 dataset
Level of theory: ωB97M-V/def2-TZVPD

Properties
- Calculated total energy: -34466.451 eV
- Kohn-Sham gap: 7.832 eV
- Highest occupied orbital energy: -8.28 eV
- Energy above the lowest of the compared OMol25 structures with the same formula, charge and spin: 132.5 kJ/mol

Positions of all 13 atoms, in Å:
H  -0.32838  -2.28347  1.28052
I  1.39371  2.44742  1.74297
H  -0.84847  1.70447  0.80441
C  -1.01167  -0.59730  -0.15555
S  -1.31771  -1.48474  1.50274
H  -1.92278  -0.04188  -0.41476
C  0.19040  0.22522  0.13892
C  1.13184  0.18467  -1.42826
N  0.04102  1.60236  0.46748
H  0.79564  -0.33367  0.86356
S  0.73349  -1.01672  -2.43366
H  -0.72879  -1.39305  -0.79461
H  1.87168  0.98668  -1.57377